Entry 1:
{"formula": "C9H12N2", "method": "ωB97M-V/def2-TZVPD", "total_energy_ev": -12504.0311, "spin_multiplicity": 1, "relative_energy_kcal_mol": 108.5, "homo_ev": -7.98, "total_charge": 0, "species": ["C", "C", "C", "C", "C", "C", "C", "C", "C", "N", "N", "H", "H", "H", "H", "H", "H", "H", "H", "H", "H", "H", "H"], "xyz": [[-2.5583, -3.3572, 0.1813], [-3.0722, -2.6105, 1.2610], [-2.1803, -2.5062, -0.8002], [-2.8347, -1.2828, 0.9959], [-1.1084, 1.5571, -0.0104], [2.6085, 1.0801, -0.8020], [1.1827, 1.6310, -1.3546], [3.3307, 1.8157, 0.3464], [2.8085, 2.2901, 1.5251], [-0.0543, 1.5408, -0.5960], [-2.3689, -1.2299, -0.2471], [-2.6916, -4.4449, 0.2153], [-3.3837, -3.1314, 2.1505], [-1.8953, -2.6971, -1.7503], [2.6542, 0.1071, -0.5654], [3.1112, 1.1407, -1.8289], [1.2525, 2.7189, -1.5507], [1.0281, 1.0839, -2.2073], [4.2943, 2.2050, 0.0602], [1.7257, 2.0531, 1.8286], [-3.0302, -0.3808, 1.5558], [3.3688, 2.7905, 2.3776], [-2.1874, -0.3731, -0.7849]], "forces_ev_per_angstrom": [[-1.31, -1.48, 0.51], [0.89, -0.34, 0.82], [-1.00, 1.54, 3.27], [-1.13, -0.33, 0.98], [3.82, 0.03, -2.08], [-0.90, 4.43, -1.66], [0.89, 1.25, 3.05], [-1.36, 2.06, 0.80], [-0.80, -1.41, -0.20], [-2.87, -0.27, 2.30], [1.34, 0.38, -3.28], [0.51, 0.51, -0.59], [-0.23, 0.54, 0.29], [0.99, -0.15, -2.75], [-0.66, -3.81, 0.70], [0.18, 0.22, 1.72], [0.42, -0.70, -0.21], [-0.49, -1.05, -2.30], [0.55, -0.35, 0.21], [1.67, 0.27, -0.65], [0.04, -0.11, -0.04], [-0.39, -0.53, -1.70], [-0.16, -0.71, 0.79]]}



Entry 2:
{"formula": "C3H6N2O2S", "method": "ωB97M-V/def2-TZVPD", "total_energy_ev": -21117.3838, "spin_multiplicity": 1, "relative_energy_kcal_mol": 56.9, "homo_ev": -9.02, "total_charge": 0, "species": ["C", "C", "C", "H", "H", "H", "H", "H", "H", "N", "N", "O", "O", "S"], "xyz": [[0.9790, -1.3382, -1.5413], [0.1232, -0.1770, 0.4487], [-0.8038, 0.8862, 1.0408], [1.2219, -2.0545, -0.8016], [0.4360, -1.6657, -2.3729], [1.9000, -0.8087, -1.8665], [-1.2929, 0.6987, -1.5473], [-0.9548, 1.8220, 2.8194], [0.4141, 0.6747, 2.6003], [0.0851, -0.3754, -0.8803], [-0.3800, 1.1903, 2.2553], [-0.3265, 0.6113, -1.7535], [0.8406, -0.8639, 1.2000], [-2.2419, 1.4000, 0.3989]], "forces_ev_per_angstrom": [[0.44, 2.37, 0.96], [1.00, -0.61, 0.15], [-0.35, -0.42, 0.21], [0.22, -1.00, 0.35], [-0.53, -0.94, -1.21], [-0.47, -0.33, 0.13], [0.60, 0.22, -0.21], [0.59, -0.52, -0.23], [0.11, -0.02, 0.28], [0.80, -0.57, 0.05], [-0.62, 0.80, 0.16], [-1.00, 0.16, 0.08], [-1.05, 0.89, -0.71], [0.28, -0.04, 0.00]]}



Entry 3:
{"formula": "C21H15IMnN8", "method": "ωB97M-V/def2-TZVPD", "total_energy_ev": -73348.6341, "spin_multiplicity": 6, "s_squared": 8.755, "homo_ev": [-14.32, -14.32], "total_charge": 2, "species": ["Mn", "C", "C", "N", "C", "C", "N", "C", "C", "C", "C", "C", "N", "C", "C", "N", "C", "C", "N", "C", "C", "C", "N", "C", "C", "H", "H", "H", "H", "H", "H", "H", "H", "H", "H", "H", "H", "I", "C", "C", "N", "N", "C", "H", "H", "H"], "xyz": [[0.0139, 0.4463, -0.3310], [4.4636, -0.0875, -0.1384], [3.1661, -0.0521, -0.6381], [2.1158, 0.0511, 0.1780], [2.3606, 0.1023, 1.5056], [3.6663, 0.0916, 1.9730], [4.7127, 0.0013, 1.1585], [1.1716, 0.1273, 2.4109], [1.2055, -0.0633, 3.7769], [0.0016, -0.1287, 4.4943], [-1.1940, -0.0258, 3.7702], [-1.1485, 0.1619, 2.4032], [0.0156, 0.2707, 1.7659], [-2.3339, 0.1696, 1.4937], [-3.6396, 0.2165, 1.9567], [-4.6873, 0.1543, 1.1408], [-4.4369, 0.0376, -0.1534], [-3.1376, 0.0150, -0.6492], [-2.0867, 0.0887, 0.1678], [-0.0052, -0.3343, 5.9657], [-1.1958, -0.4748, 6.6769], [-1.1450, -0.6683, 8.0482], [-0.0172, -0.7262, 8.7510], [1.1167, -0.5890, 8.0691], [1.1789, -0.3927, 6.6987], [5.3079, -0.1834, -0.8096], [2.9804, -0.1109, -1.7030], [3.8795, 0.1667, 3.0314], [2.1471, -0.1940, 4.2841], [-2.1426, -0.1199, 4.2724], [-3.8520, 0.3175, 3.0131], [-5.2820, -0.0346, -0.8266], [-2.9522, -0.0643, -1.7126], [-2.1662, -0.4444, 6.2046], [-2.0661, -0.7800, 8.6084], [2.0326, -0.6341, 8.6468], [2.1531, -0.2861, 6.2454], [-1.9458, 6.1819, -1.4212], [-0.6986, 4.5783, -1.1746], [0.6760, 4.5858, -1.0427], [1.0754, 3.3144, -0.8996], [0.0327, 2.4563, -0.9468], [-1.0476, 3.2306, -1.1076], [1.3848, 5.3979, -1.0494], [2.0218, 2.9742, -0.8519], [-2.0304, 2.7915, -1.1756]], "forces_ev_per_angstrom": [[0.01, 0.15, 0.11], [0.03, 0.00, -0.10], [0.02, 0.02, 0.03], [0.13, -0.05, 0.10], [-0.17, 0.00, 0.16], [0.11, 0.00, -0.07], [-0.11, 0.00, 0.07], [0.13, -0.01, -0.10], [-0.09, -0.01, -0.02], [0.02, 0.03, 0.13], [0.06, 0.01, -0.03], [-0.11, -0.01, -0.08], [-0.02, -0.12, -0.25], [0.17, -0.01, 0.14], [-0.12, 0.01, -0.06], [0.13, 0.00, 0.05], [-0.05, -0.01, -0.08], [0.00, 0.02, 0.02], [-0.13, -0.04, 0.11], [0.00, 0.01, -0.02], [0.11, -0.01, -0.06], [-0.09, -0.01, 0.19], [0.00, 0.03, -0.31], [0.08, 0.00, 0.19], [-0.10, 0.01, -0.06], [0.01, 0.00, 0.01], [-0.02, 0.00, 0.00], [0.02, -0.01, -0.01], [0.01, -0.01, -0.01], [-0.01, -0.01, -0.01], [-0.03, -0.01, -0.01], [0.00, 0.00, 0.01], [0.02, 0.00, 0.00], [-0.01, -0.01, 0.01], [0.02, 0.00, 0.01], [-0.02, -0.01, 0.01], [0.01, 0.00, 0.01], [-0.10, 0.13, -0.02], [0.08, -0.15, 0.02], [0.09, 0.00, -0.02], [-0.04, -0.04, -0.07], [0.01, 0.07, -0.02], [-0.01, -0.03, -0.03], [-0.02, 0.01, 0.00], [0.00, 0.02, 0.04], [-0.01, 0.02, 0.02]]}



Entry 4:
{"formula": "C3H4NOP", "method": "ωB97M-V/def2-TZVPD", "total_energy_ev": -16000.1284, "spin_multiplicity": 1, "relative_energy_kcal_mol": 20.4, "homo_ev": -9.54, "total_charge": 0, "species": ["C", "C", "C", "N", "O", "P", "H", "H", "H", "H"], "xyz": [[-2.4409, 0.6830, 0.1287], [1.6304, -0.2944, 0.0005], [0.3142, 0.3455, 0.0520], [-3.2213, 1.5474, 0.0484], [-1.3074, -1.9549, -0.0957], [-1.1006, -0.4990, 0.1217], [1.7806, -1.0388, 0.6624], [1.7248, -0.7323, -0.9226], [2.3305, 0.5908, 0.0628], [0.2897, 1.3527, -0.0581]], "forces_ev_per_angstrom": [[-1.06, 1.08, -0.31], [0.53, 4.18, -0.70], [-1.89, -2.95, 0.49], [1.34, -1.63, 0.25], [-0.32, 1.14, 0.60], [0.79, -0.05, -0.75], [0.69, -2.13, 2.65], [0.62, -1.01, -2.51], [-0.11, -1.55, 0.19], [-0.58, 2.93, 0.08]]}



Entry 5:
{"formula": "C22H68N16O10", "method": "ωB97M-V/def2-TZVPD", "total_energy_ev": -68237.5708, "spin_multiplicity": 1, "relative_energy_kcal_mol": 18.5, "homo_ev": -8.84, "total_charge": 0, "species": ["C", "O", "N", "N", "H", "H", "H", "H", "C", "O", "N", "N", "H", "H", "H", "H", "C", "O", "N", "N", "H", "H", "H", "H", "C", "O", "N", "N", "H", "H", "H", "H", "C", "O", "N", "N", "H", "H", "H", "H", "C", "O", "N", "N", "H", "H", "H", "H", "C", "C", "C", "O", "C", "N", "H", "H", "H", "H", "H", "H", "H", "H", "H", "H", "H", "C", "C", "C", "O", "C", "N", "H", "H", "H", "H", "H", "H", "H", "H", "H", "H", "H", "C", "C", "C", "O", "C", "N", "H", "H", "H", "H", "H", "H", "H", "H", "H", "H", "H", "C", "C", "C", "O", "C", "N", "H", "H", "H", "H", "H", "H", "H", "H", "H", "H", "H"], "xyz": [[0.8404, -3.4785, -1.8522], [-0.1250, -2.6845, -1.9914], [1.6602, -3.6350, -2.9535], [1.3969, -3.9637, -0.7076], [2.6066, -3.9249, -2.8248], [1.2905, -3.0743, -3.7012], [0.8769, -3.9882, 0.1720], [1.9389, -4.8061, -0.8154], [-0.2754, 0.0279, 3.8881], [0.0564, -0.7191, 2.9540], [0.6870, 0.5507, 4.6747], [-1.5475, 0.3634, 4.2556], [1.5938, 0.1796, 4.4354], [0.5372, 1.0274, 5.5417], [-2.3359, 0.0751, 3.7029], [-1.7195, 1.0134, 4.9969], [3.2701, 3.8308, -1.7994], [4.4468, 4.2201, -1.7690], [2.3170, 4.5140, -2.4713], [2.8622, 2.6469, -1.2838], [2.5743, 5.4533, -2.7213], [1.3372, 4.3075, -2.3399], [3.5192, 1.9411, -1.0110], [1.8953, 2.3778, -1.3411], [-1.3318, 4.8264, -1.8860], [-0.7968, 4.6093, -0.7813], [-1.8338, 6.0657, -2.2259], [-1.3119, 3.8765, -2.8591], [-1.4920, 6.7583, -1.5810], [-1.9213, 6.2749, -3.2036], [-1.9586, 4.0341, -3.6212], [-1.0305, 2.9099, -2.7302], [-2.8694, -0.9095, -4.5579], [-3.6562, -1.7708, -4.9254], [-1.8299, -1.0710, -3.6978], [-2.9776, 0.3702, -5.0571], [-1.2945, -0.3005, -3.3298], [-1.6140, -1.9759, -3.3146], [-2.2562, 1.0203, -4.8366], [-3.6776, 0.5926, -5.7348], [-0.3684, 0.8252, -0.3585], [-0.2579, 1.3333, -1.4936], [-0.5457, 1.6395, 0.7189], [-0.2706, -0.4869, -0.0797], [-0.5547, 1.2677, 1.6510], [-0.7905, 2.6068, 0.5986], [-0.4471, -0.7596, 0.8728], [-0.1082, -1.1591, -0.8322], [-3.3612, -1.6940, 1.6697], [-4.8499, -2.0119, 1.9077], [-4.9529, -3.4807, 2.1894], [-4.9624, -4.2322, 1.0001], [-4.7704, -5.5920, 1.2098], [-5.4425, -1.1627, 2.9618], [-2.7679, -2.1350, 2.4817], [-3.0967, -0.6332, 1.6795], [-2.9978, -2.1508, 0.7474], [-5.3639, -1.7266, 0.9863], [-5.9269, -3.6763, 2.6669], [-4.1945, -3.8489, 2.8925], [-4.7853, -6.0578, 0.2295], [-5.4288, -6.0371, 1.9714], [-3.8023, -5.7794, 1.7068], [-4.9416, -1.4944, 3.7873], [-5.2427, -0.1832, 2.8179], [-0.2830, 8.2441, 1.3960], [0.8474, 7.5897, 2.1666], [0.9495, 6.0902, 1.8931], [2.0225, 5.5566, 2.6924], [1.8324, 4.2583, 3.1963], [2.1322, 8.2354, 1.8034], [-0.3102, 9.3310, 1.4372], [-1.2089, 8.0072, 1.9354], [-0.3016, 7.8197, 0.3908], [0.6556, 7.7063, 3.2377], [1.3388, 5.9232, 0.8812], [0.0658, 5.4814, 2.1007], [1.0398, 4.2128, 3.9569], [2.7790, 4.0599, 3.6945], [1.5550, 3.4769, 2.4822], [2.3075, 8.0229, 0.8186], [2.7956, 7.5748, 2.2257], [3.0612, 0.9949, -4.1676], [3.0525, -0.4451, -3.7747], [4.2992, -1.2025, -4.1791], [4.1431, -2.5564, -3.7703], [5.1202, -3.4808, -4.2143], [2.7872, -0.4858, -2.3300], [3.9697, 1.4717, -3.7755], [2.2340, 1.5441, -3.7235], [3.1691, 1.2125, -5.2345], [2.1394, -0.8763, -4.2185], [5.1613, -0.8153, -3.6227], [4.4721, -1.1624, -5.2571], [5.9268, -3.4803, -3.4785], [5.4880, -3.3666, -5.2391], [4.5690, -4.4237, -4.2762], [1.7784, -0.3722, -2.2773], [2.9712, -1.4156, -1.9617], [0.7229, -4.3791, 4.4472], [0.5258, -4.7042, 2.9774], [-0.9661, -4.8401, 2.5739], [-1.1540, -5.1499, 1.2168], [-0.9165, -6.5197, 0.8732], [1.1119, -3.6269, 2.1453], [0.3743, -3.3546, 4.6316], [1.7822, -4.3570, 4.7000], [0.0929, -4.9379, 5.1433], [0.9692, -5.6714, 2.7330], [-1.3830, -3.8407, 2.7191], [-1.4949, -5.5634, 3.2031], [-0.6385, -6.5916, -0.1768], [-1.8562, -7.0258, 1.0906], [-0.0312, -6.8851, 1.3981], [0.6314, -2.7462, 2.3297], [2.0491, -3.4728, 2.5078]], "forces_ev_per_angstrom": [[1.02, 2.15, -1.34], [0.65, -1.55, 1.13], [-1.94, -0.69, 0.95], [-1.04, -0.61, 0.23], [0.26, 0.33, -0.49], [0.82, -0.12, -0.44], [-0.01, 0.42, -0.11], [0.21, 0.08, -0.16], [-0.02, -0.62, 0.09], [-1.04, 0.62, 0.36], [0.82, -0.08, -0.20], [-0.05, -0.28, -0.57], [0.07, 0.32, 0.35], [-0.03, 0.02, 0.07], [0.12, -0.14, -0.12], [0.04, 0.11, 0.05], [2.02, -0.46, -0.04], [-1.01, -0.29, 0.11], [-0.86, 0.71, -0.39], [-0.44, 0.06, 0.46], [-0.09, -0.03, 0.03], [0.13, 0.08, 0.08], [0.16, 0.09, -0.06], [-0.13, -0.21, -0.06], [1.78, -0.91, 1.51], [-0.89, 0.59, -0.97], [0.00, -0.93, 0.40], [-1.00, 0.37, -1.28], [-0.20, 0.32, -0.24], [0.08, 0.34, 0.02], [0.24, -0.17, 0.00], [0.04, 0.27, 0.91], [-0.56, 0.15, -0.72], [0.45, -0.15, 0.44], [0.10, -0.25, 0.06], [0.27, 0.07, 0.50], [-0.12, 0.02, 0.00], [-0.12, -0.03, 0.05], [0.11, 0.43, -0.17], [-0.06, -0.14, -0.05], [0.28, 0.81, -0.40], [-0.06, -0.70, -0.04], [-0.22, 0.03, 0.54], [0.01, 0.30, -0.46], [0.00, -0.13, -0.06], [0.16, 0.13, -0.44], [0.17, -0.40, -0.04], [-0.28, 0.01, 0.39], [0.39, -0.29, 0.36], [1.08, 1.88, -1.09], [-1.97, -0.75, 0.46], [0.34, 0.71, -0.26], [0.90, -0.36, 0.92], [0.37, -1.71, 0.51], [-0.03, -0.01, 0.02], [-0.36, 0.11, -0.36], [-0.01, 0.10, -0.05], [-0.21, -0.58, -0.03], [0.07, 0.14, 0.27], [0.31, 0.18, -0.13], [-0.22, -0.32, 0.18], [-0.75, 0.10, -0.61], [0.29, 0.15, -0.51], [-0.37, 0.71, 0.39], [0.19, 0.00, -0.10], [-0.86, -0.61, 0.84], [0.17, 0.32, -0.42], [0.99, -0.66, 0.08], [-0.35, 0.20, 0.20], [-0.02, 0.26, 0.61], [0.23, -1.21, 0.56], [0.72, 0.04, -0.37], [-0.14, -0.42, -0.48], [-0.22, 0.40, -0.14], [0.33, 0.19, -0.01], [-0.86, 0.10, -0.33], [-0.31, 0.37, -0.25], [-0.05, 0.28, 0.11], [-0.04, -0.54, -0.06], [0.42, 0.21, -0.48], [-0.32, 0.34, -0.09], [0.32, 0.67, 0.16], [1.48, 1.29, -0.32], [-1.21, -0.35, 0.00], [0.06, -0.37, 0.72], [-0.30, -0.04, -0.69], [-0.69, -0.13, 0.20], [0.30, -0.24, 0.31], [-0.14, -0.04, 0.34], [-0.16, -0.10, -0.22], [-0.57, -0.39, -0.11], [0.54, -0.41, -0.66], [0.08, 0.40, -0.27], [0.01, 0.18, -0.03], [0.25, -0.38, -0.29], [0.07, 0.70, 0.10], [0.43, -0.24, 0.46], [0.05, 0.17, 0.53], [-0.02, 0.01, -0.13], [-0.80, 0.77, 0.28], [-0.84, 0.24, -0.40], [0.65, 0.40, 0.25], [0.45, 0.09, -0.59], [0.11, 1.00, 0.34], [0.15, -0.68, 0.42], [0.06, 0.10, -0.28], [-0.04, -0.42, 0.23], [0.49, -0.59, -0.04], [0.49, 0.16, -0.03], [-0.36, -0.10, 0.01], [0.05, -0.01, 0.21], [-0.44, 0.22, -0.15], [0.32, -0.71, -0.03], [-0.34, -0.41, 0.34], [-0.12, -0.12, 0.06], [0.11, 0.07, -0.33]]}



Entry 6:
{"formula": "C4H12O2Sn", "method": "ωB97M-V/def2-TZVPD", "total_energy_ev": -14248.3252, "spin_multiplicity": 1, "relative_energy_kcal_mol": 36.8, "homo_ev": -18.22, "total_charge": 2, "species": ["Sn", "C", "C", "O", "H", "H", "H", "H", "H", "H", "C", "C", "O", "H", "H", "H", "H", "H", "H"], "xyz": [[-24.6306, -9.4967, 4.1902], [-25.6382, -11.8706, 8.7676], [-24.9974, -12.2676, 7.4170], [-25.2540, -11.2107, 6.4454], [-25.3888, -12.5947, 9.5392], [-26.7065, -11.7168, 8.6047], [-25.2950, -10.8966, 9.1209], [-25.3741, -13.2057, 7.0098], [-23.9190, -12.3985, 7.4803], [-26.1905, -10.9806, 6.5063], [-27.5469, -6.1364, 4.0485], [-26.1985, -5.7689, 3.4415], [-25.1098, -6.6865, 3.7416], [-28.1054, -5.2463, 4.3190], [-27.3399, -6.7348, 4.9428], [-28.0911, -6.7865, 3.3652], [-25.9249, -4.7666, 3.7675], [-26.3058, -5.8828, 2.3620], [-24.3392, -6.3802, 3.2455]], "forces_ev_per_angstrom": [[-0.41, 0.45, 0.90], [0.36, 0.44, -1.10], [0.21, -0.36, 1.23], [-0.05, 1.48, -1.73], [-0.38, -0.19, -0.07], [-0.17, -0.58, 0.34], [0.42, -0.07, -0.14], [-0.31, 0.10, 0.06], [0.03, 0.36, 0.01], [-0.06, -0.23, 0.33], [1.12, -1.10, 0.21], [-1.19, 0.27, -1.02], [0.64, -1.86, 0.87], [-0.12, -0.10, -0.04], [-0.27, 0.27, 0.31], [-0.30, 0.24, 0.02], [0.40, -0.11, -0.18], [0.08, 0.83, -0.04], [0.00, 0.18, 0.04]]}